1.
The following is a quantum chemistry calculation of a molecular structure, C4H6O2, from the Open Molecules 2025 dataset.

Last column: Löwdin charge in e.
Positions of all 12 atoms, in Å:
C: -1.44852 0.72377 0.01121  -0.004
C: -0.33698 -0.75452 0.81956  0.047
O: -0.45169 -0.42040 -0.84940  -0.139
C: 0.75061 -0.75336 -0.17283  -0.358
C: 1.79822 0.31714 -0.12378  -0.195
O: 2.97958 0.07543 -0.09414  0.069
H: -2.27027 0.38831 0.64079  0.066
H: -0.88454 1.52141 0.48248  0.067
H: -1.83855 1.03557 -0.96433  0.081
H: -0.77538 -1.76162 0.86588  0.075
H: 1.11133 -1.71087 -0.54804  0.158
H: 1.41077 1.35729 -0.09711  0.132

Results
* HOMO: -0.319 Ha
* frontier orbital gap: 9.24 eV
* relative energy (zero: lowest compared OMol25 entry of this formula, charge and spin): 6.8382 eV
* 2S+1: 1

***

2.
The following is a quantum chemistry calculation of 2 unconnected molecules or ions with the total composition C10H16, from the Open Molecules 2025 dataset.

Last column: Löwdin charge in e.
Positions of all 26 atoms, in Å:
C: 2.67868 0.33953 0.86796  -0.093
C: 2.42256 -1.10172 0.41834  -0.223
C: 1.28901 -1.15227 -0.53447  -0.268
C: -0.01511 -1.42109 -0.07622  -0.046
C: -1.07602 -1.50379 -0.95343  -0.089
C: -0.81048 -1.54562 -2.32530  -0.102
C: 0.46196 -1.22110 -2.78123  -0.092
C: 1.49182 -0.88790 -1.88914  -0.037
H: 1.71496 0.87109 0.88695  0.072
H: 3.21691 0.92679 0.12092  0.071
H: 3.12818 0.47892 1.85186  0.068
H: 3.28825 -1.54863 -0.06592  0.108
H: 2.24979 -1.72983 1.30119  0.111
H: -0.09534 -1.37352 1.00518  0.113
H: -2.09689 -1.52858 -0.59293  0.098
H: -1.44514 -2.03489 -3.04958  0.098
H: 0.56665 -1.06511 -3.84983  0.099
H: 2.40690 -0.54448 -2.35542  0.111
C: -2.70370 1.90463 0.81928  -0.184
C: -2.16010 2.10600 2.21351  -0.176
H: -1.96585 2.10251 0.03241  0.061
H: -3.15240 0.92202 0.68939  0.056
H: -3.40489 2.67996 0.47723  0.063
H: -1.93732 3.13889 2.48080  0.063
H: -1.22122 1.56502 2.37589  0.053
H: -2.83119 1.62314 2.93256  0.063

Results
* HOMO: -0.326 Ha
* frontier orbital gap: 9.89 eV
* relative energy (zero: lowest compared OMol25 entry of this formula, charge and spin): 0.8934 eV
* 2S+1: 1
* SMILES: CCc1ccccc1.CC

***

3.
The following is a quantum chemistry calculation of a molecular structure, C4H6N2, from the Open Molecules 2025 dataset.

Last column: Löwdin charge in e.
Positions of all 12 atoms, in Å:
C: 0.71550 -1.91726 -0.66867  -0.300
C: -0.26557 -0.92568 -1.08235  -0.039
C: -0.18678 0.20173 0.56128  -0.256
C: 0.09945 1.61318 0.09602  -0.096
N: 1.52291 -2.53197 -0.12421  0.128
N: -0.45048 0.07325 1.81896  0.117
H: -0.14290 -0.33306 -1.97967  0.075
H: -1.26195 -1.32499 -1.11192  0.069
H: -0.51981 2.23231 0.75405  0.071
H: 0.12621 1.83886 -0.97937  0.068
H: 1.09426 1.92614 0.57565  0.105
H: -0.73085 -0.85250 2.14025  0.059

Results
* HOMO: -0.359 Ha
* frontier orbital gap: 10.33 eV
* relative energy (zero: lowest compared OMol25 entry of this formula, charge and spin): 2.8920 eV
* 2S+1: 1

***

4.
The following is a quantum chemistry calculation of C4H9NO3 in the gas phase, from the Open Molecules 2025 dataset.

Last column: Löwdin charge in e.
Positions of all 17 atoms, in Å:
C: -1.80338 -1.00766 0.25633  -0.028
C: -1.17001 0.36385 0.43131  -0.611
O: 0.04081 0.08185 1.48391  -0.144
O: -1.86244 1.33817 0.73659  -0.029
H: -0.00970 0.89172 2.01450  0.068
H: -1.07198 -1.81812 0.20534  0.065
H: -2.38417 -1.01597 -0.66897  0.082
H: -2.46726 -1.19568 1.09951  0.088
C: 1.23350 0.44487 -0.49868  -0.428
N: 1.77866 -0.78378 -0.57931  0.193
C: -0.06163 0.74358 -1.01017  0.003
O: 2.00070 1.46226 -0.11107  0.140
H: 2.81510 1.13937 0.30216  0.135
H: 1.11870 -1.52511 -0.77216  0.118
H: 2.43399 -1.03435 0.15058  0.127
H: -0.38109 0.11437 -1.83751  0.109
H: -0.20978 1.80063 -1.20237  0.113

Results
* HOMO: -0.298 Ha
* frontier orbital gap: 8.28 eV
* relative energy (zero: lowest compared OMol25 entry of this formula, charge and spin): 2.8505 eV
* 2S+1: 1

***

5.
The following is a quantum chemistry calculation of C7H17N in the gas phase, from the Open Molecules 2025 dataset.

Last column: Löwdin charge in e.
Positions of all 25 atoms, in Å:
C: 0.59146 2.69051 2.39471  -0.105
C: 0.86181 1.31606 1.79343  -0.321
N: -0.35608 0.66805 1.39517  -0.090
C: -0.33148 -0.76474 1.14509  -0.235
C: -0.97065 -1.14834 -0.17546  -0.191
C: -0.16451 -0.69756 -1.39423  -0.437
C: 0.96511 -1.69511 -1.71982  -0.069
C: -1.07381 -0.50647 -2.60211  -0.095
H: 0.00622 3.29951 1.69659  0.068
H: 0.02381 2.60551 3.31876  0.067
H: 1.52059 3.22674 2.61281  0.069
H: 1.61723 1.42527 0.99754  0.105
H: 1.35583 0.69341 2.54501  0.111
H: -0.91071 1.19185 0.73367  0.108
H: -0.81534 -1.28891 1.96517  0.107
H: 0.71494 -1.08010 1.10547  0.108
H: -1.04273 -2.23615 -0.16884  0.116
H: -1.98774 -0.76317 -0.24950  0.112
H: 0.27874 0.27157 -1.18610  0.119
H: 1.24582 -2.24768 -0.82747  0.066
H: 1.82401 -1.18652 -2.14128  0.073
H: 0.61722 -2.42222 -2.45885  0.078
H: -0.48304 -0.35934 -3.51332  0.077
H: -1.73744 0.36133 -2.49330  0.076
H: -1.74925 -1.35349 -2.77314  0.082

Results
* HOMO: -0.306 Ha
* frontier orbital gap: 9.47 eV
* relative energy (zero: lowest compared OMol25 entry of this formula, charge and spin): 0.5524 eV
* 2S+1: 1
* SMILES: CCNCCC(C)C

***

6.
The following is a quantum chemistry calculation of a gas-phase ion, C3H9N4 (charge +1), from the Open Molecules 2025 dataset.

Last column: Löwdin charge in e.
Positions of all 16 atoms, in Å:
C: -0.09235 0.29263 -0.88721  -0.333
C: 0.65464 -0.20365 0.41664  -0.385
C: 0.27978 -1.73283 0.64687  -0.028
N: -0.63541 1.43604 -0.71535  0.032
N: 0.59394 0.70120 1.46055  0.183
N: -0.04125 -0.35745 -2.02243  0.204
N: -0.63795 2.07132 0.40707  0.116
H: 1.77488 -0.20121 0.00382  0.190
H: -0.85983 -1.93440 0.80080  0.125
H: 0.89580 -1.98946 1.62945  0.136
H: 0.61920 -2.27469 -0.17585  0.030
H: -0.26569 0.54430 1.95927  0.069
H: 0.10322 -1.41077 -1.88277  0.163
H: -0.59707 -0.04738 -2.77857  0.125
H: -0.18330 2.99611 0.28713  0.177
H: -1.60861 2.11024 0.85059  0.195

Results
* HOMO (spin up / spin down): -0.542 / -0.542 Ha
* frontier orbital gap (spin up / spin down): 9.02 / 8.92 eV
* relative energy (zero: lowest compared OMol25 entry of this formula, charge and spin): 4.8160 eV
* 2S+1: 1
* charge: +1